Computed, not measured: one molecule with the formula C4H5NO2, with ωB97M-V/def2-TZVPD.

```
12
Properties=species:S:1:pos:R:3:forces:R:3
H -0.24074 -0.80545 -1.55631 -0.12 0.06 0.13
C 0.31028 1.54956 -0.25083 0.13 0.22 0.27
H 0.75965 1.41783 -1.25732 0.05 -0.05 0.13
C 0.99821 -1.09167 0.82669 0.17 -0.14 -0.16
C -0.76604 0.56109 0.12393 -0.10 0.21 0.06
H -1.89500 -1.13079 -0.80876 0.12 0.07 -0.01
N -0.32680 -0.73941 0.59395 0.16 -0.14 0.09
C -0.91524 -0.67410 -0.70964 -0.09 -0.13 -0.23
O 1.57733 -1.97186 0.23981 -0.22 0.29 0.21
H -1.62383 0.97593 0.64967 0.17 0.00 -0.05
H 1.43825 -0.51376 1.65762 0.01 -0.08 -0.09
O 0.68393 2.42262 0.49120 -0.27 -0.31 -0.34
```
Forces are in eV/Å.

Summary:
- total energy (Ha) = -360.5949
- gap between HOMO and LUMO (Eh) = 0.3857
- charge = 0
- structure (SMILES) = O=C[C@H]1CN1C=O
- HOMO level (eV) = -10.13
- relative energy (zero: lowest compared OMol25 entry of this formula, charge and spin) (kcal per mole) = 46.8